Record 1
{
  "formula": "C13H24F3NO5V",
  "method": "ωB97M-V with the def2-TZVPD basis set",
  "elements": ["O", "V", "O", "C", "O", "O", "C", "F", "F", "F", "C", "C", "H", "H", "H", "H", "H", "H", "C", "C", "C", "C", "C", "C", "N", "O", "C", "C", "C", "H", "H", "H", "H", "H", "H", "H", "H", "H", "H", "H", "H", "H", "H", "H", "H", "H", "H"],
  "xyz": [[17.823, -11.443, -23.701], [17.023, -10.580, -22.794], [16.505, -9.271, -23.557], [14.311, -11.959, -21.744], [13.793, -12.654, -20.628], [15.413, -11.270, -21.381], [14.472, -12.819, -23.019], [14.984, -12.028, -23.987], [15.299, -13.858, -22.881], [13.276, -13.284, -23.440], [12.428, -13.048, -20.595], [12.201, -13.839, -19.304], [11.197, -14.248, -19.451], [12.969, -14.599, -19.187], [12.161, -13.237, -18.398], [12.308, -13.707, -21.456], [11.725, -12.210, -20.629], [13.509, -11.243, -21.997], [21.348, -8.167, -21.479], [20.354, -8.897, -22.447], [21.163, -9.554, -23.583], [22.023, -10.696, -23.121], [21.258, -11.643, -22.176], [20.286, -11.056, -21.095], [19.598, -9.964, -21.800], [18.365, -9.606, -21.257], [21.020, -10.615, -19.784], [19.355, -12.232, -20.766], [19.457, -7.883, -23.122], [22.290, -8.644, -21.200], [20.877, -7.991, -20.508], [21.645, -7.167, -21.815], [21.665, -8.753, -24.146], [20.427, -9.779, -24.364], [22.894, -10.331, -22.560], [22.565, -11.218, -23.914], [22.049, -12.163, -21.619], [20.717, -12.400, -22.742], [20.591, -9.763, -19.257], [22.084, -10.446, -19.931], [20.769, -11.436, -19.106], [18.743, -12.021, -19.890], [19.957, -13.131, -20.625], [18.713, -12.436, -21.623], [18.824, -8.315, -23.893], [20.136, -7.111, -23.491], [18.777, -7.368, -22.440]],
  "forces_ev_per_a": [[3.0, -3.7, -4.1], [-3.6, 5.6, 7.7], [0.1, -0.8, -0.3], [-0.6, 1.8, 0.5], [0.5, -0.5, 0.6], [1.6, -0.5, -1.9], [0.3, 0.4, 1.0], [-0.2, -0.2, -0.2], [-0.1, -0.2, -0.1], [0.2, -0.1, -0.4], [1.2, -0.4, 0.2], [-0.5, 0.4, -0.7], [0.1, -0.5, 0.4], [-0.2, -0.2, 0.0], [0.2, 0.3, -0.1], [-0.7, 0.0, 0.1], [0.1, 0.2, -0.3], [-0.2, 0.1, -0.6], [-0.3, 0.8, 0.7], [1.2, -0.6, 0.6], [-0.6, 0.9, -1.0], [0.4, 0.2, 0.8], [0.9, -0.3, 0.4], [0.6, 1.2, -1.3], [-0.2, -0.9, -0.7], [-1.6, -1.1, -1.3], [-0.8, -0.8, 0.1], [-0.3, 0.6, -0.3], [-0.3, 0.7, 0.7], [-0.2, -0.5, -0.5], [-0.3, 0.0, -0.2], [-0.2, -0.1, -0.4], [0.8, 0.0, 0.5], [-0.1, -1.0, 0.3], [-0.3, 0.5, 0.2], [-0.7, -0.3, -0.3], [-0.2, -0.4, 0.0], [-0.2, 0.1, -0.1], [-0.2, 0.2, -0.5], [0.1, -0.2, 0.2], [1.0, -0.1, 0.3], [-0.1, -0.1, 0.0], [0.1, 0.0, 0.3], [-0.1, 0.0, 0.1], [0.2, 0.0, -0.2], [-0.2, 0.0, -0.5], [0.1, -0.2, 0.2]],
  "mulliken_charge": [-0.59, 1.35, -0.66, 0.13, -0.27, -0.72, 0.71, -0.25, -0.28, -0.29, -0.15, -1.26, 0.38, 0.32, 0.30, 0.26, 0.28, 0.23, -1.75, 1.49, -1.14, -0.77, -1.25, 1.57, 1.30, -1.00, -1.82, -2.16, -2.15, 0.27, 0.35, 0.40, 0.41, 0.40, 0.34, 0.41, 0.36, 0.48, 0.31, 0.27, 0.57, 0.41, 0.46, 0.48, 0.41, 0.53, 0.34],
  "relative_energy_ev": 0.000,
  "gap_ev": 6.7,
  "charge": -1,
  "homo_energy_ev": -3.54,
  "e_lumo_ev": 3.14
}

***

Record 2
{
  "formula": "C13H24I2O4S3ScY",
  "method": "ωB97M-V with the def2-TZVPD basis set",
  "elements": ["I", "I", "Sc", "Y", "S", "S", "C", "C", "C", "C", "C", "C", "C", "C", "C", "C", "C", "O", "O", "O", "H", "H", "H", "H", "H", "H", "H", "H", "H", "H", "H", "H", "H", "H", "H", "H", "H", "H", "C", "S", "C", "O", "H", "H", "H", "H", "H", "H"],
  "xyz": [[-0.501, -3.441, -0.595], [-0.325, -1.142, -5.118], [-0.021, 0.889, -2.996], [-0.198, -0.511, 0.223], [1.440, -0.703, -1.826], [-1.868, -0.290, -1.883], [1.676, 1.150, 1.114], [3.343, -0.907, -2.052], [-3.694, 0.074, -1.550], [3.629, -0.743, -3.545], [4.001, 0.204, -1.238], [3.653, -2.303, -1.550], [-4.407, -0.096, -2.893], [-3.783, 1.500, -0.997], [-4.118, -0.962, -0.495], [1.604, 2.582, -2.492], [-0.719, 2.842, -1.821], [2.462, 1.628, 1.784], [2.282, 3.464, -2.159], [-0.984, 3.896, -1.434], [3.292, 0.234, -3.929], [3.117, -1.516, -4.144], [4.712, -0.819, -3.730], [3.644, 1.196, -1.563], [5.096, 0.176, -1.370], [3.788, 0.113, -0.167], [3.308, -2.449, -0.530], [4.718, -2.518, -1.582], [3.139, -3.045, -2.169], [-5.487, 0.118, -2.837], [-4.278, -1.114, -3.277], [-3.970, 0.583, -3.635], [-4.819, 1.723, -0.679], [-3.475, 2.246, -1.741], [-3.121, 1.613, -0.125], [-5.181, -0.862, -0.218], [-3.526, -0.846, 0.430], [-3.950, -1.991, -0.844], [-2.924, 1.974, 3.143], [-1.199, 1.573, 2.807], [-1.079, 0.172, 3.961], [-1.370, 0.898, 1.412], [-3.040, 2.325, 4.160], [-3.514, 1.080, 2.979], [-3.208, 2.760, 2.452], [-1.842, -0.549, 3.732], [-0.088, -0.254, 3.889], [-1.214, 0.564, 4.963]],
  "forces_ev_per_a": [[0.1, -0.4, 0.2], [-0.1, 0.3, -0.1], [-0.3, -1.3, -0.6], [-0.9, -0.2, 0.5], [-0.5, 0.5, -0.1], [1.1, 0.3, -0.4], [2.3, 1.2, 2.3], [1.3, 0.4, -0.3], [-1.3, 0.5, 0.5], [-0.6, -0.1, -0.4], [-0.2, 0.3, 0.1], [-0.7, -0.3, -0.1], [0.4, -0.2, -0.4], [0.2, 0.1, 0.2], [0.4, -0.4, 0.1], [4.2, 4.5, 1.1], [-2.0, 4.9, 1.6], [-2.1, -1.1, -2.0], [-3.2, -4.3, -1.5], [1.0, -4.4, -1.4], [0.2, -0.1, 0.2], [0.3, 0.2, 0.3], [-0.3, 0.0, 0.2], [0.3, -0.4, 0.0], [-0.4, -0.1, 0.0], [0.2, -0.1, -0.2], [0.1, 0.0, 0.3], [0.1, 0.2, -0.1], [0.2, 0.0, 0.0], [0.4, 0.0, 0.3], [-0.2, 0.1, 0.1], [-0.2, 0.0, 0.1], [0.4, -0.1, -0.3], [-0.3, -0.2, 0.0], [-0.3, 0.0, -0.2], [0.4, 0.1, -0.3], [-0.2, 0.1, -0.2], [-0.2, 0.3, 0.0], [0.3, 0.3, -0.2], [-1.3, -0.1, 1.5], [0.4, 0.8, -0.4], [1.0, -1.0, -0.9], [0.1, 0.1, 0.3], [0.0, -0.2, 0.0], [0.0, 0.2, -0.1], [-0.5, -0.3, -0.1], [0.4, -0.1, 0.0], [0.0, 0.1, 0.2]],
  "mulliken_charge": [0.33, 0.29, -0.28, 0.41, 0.66, 0.28, 0.21, 1.07, 1.34, -1.34, -1.08, -1.58, -1.56, -1.34, -1.28, 0.36, 0.60, -0.04, -0.06, -0.10, 0.26, 0.34, 0.48, 0.10, 0.49, 0.23, 0.36, 0.46, 0.40, 0.45, 0.41, 0.38, 0.52, 0.28, 0.08, 0.47, 0.13, 0.37, -1.00, 0.52, -1.01, 0.04, 0.48, 0.35, 0.38, 0.37, 0.36, 0.44],
  "gap_ev": [6.2, 6.1],
  "charge": 4,
  "homo_energy_ev": [-21.59, -21.53],
  "e_lumo_ev": [-15.41, -15.45]
}

***

Record 3
{
  "formula": "C13H24INO6V",
  "method": "ωB97M-V with the def2-TZVPD basis set",
  "elements": ["O", "V", "O", "I", "C", "C", "C", "C", "C", "C", "N", "O", "C", "C", "C", "H", "H", "H", "H", "H", "H", "H", "H", "H", "H", "H", "H", "H", "H", "H", "H", "H", "H", "C", "C", "C", "O", "C", "O", "O", "H", "H", "H", "H", "H", "H"],
  "xyz": [[-0.768, -2.222, 1.170], [0.383, -1.161, 1.202], [1.822, -1.954, 1.137], [0.421, -0.240, 3.822], [0.192, 1.048, -2.729], [0.977, 0.016, -1.899], [2.223, -0.401, -2.679], [3.267, 0.706, -2.700], [3.634, 0.960, -1.238], [2.444, 1.408, -0.380], [1.374, 0.464, -0.564], [0.275, 0.687, 0.273], [2.160, 2.883, -0.714], [2.990, 1.262, 1.046], [0.138, -1.248, -1.776], [0.637, 2.041, -2.697], [-0.817, 1.162, -2.323], [0.106, 0.814, -3.793], [1.971, -0.679, -3.711], [2.695, -1.302, -2.274], [2.944, 1.632, -3.184], [4.159, 0.386, -3.252], [4.421, 1.725, -1.198], [4.142, 0.074, -0.846], [2.274, 3.555, 0.137], [1.121, 2.991, -1.029], [2.766, 3.256, -1.541], [2.413, 1.783, 1.808], [4.023, 1.619, 1.068], [3.032, 0.193, 1.261], [-0.911, -1.059, -1.538], [0.611, -1.889, -1.026], [0.099, -1.857, -2.684], [-4.267, -0.792, 4.017], [-5.017, -1.193, 2.748], [-4.418, -0.593, 1.460], [-3.687, -1.675, 0.886], [-3.978, -2.831, 1.524], [-3.556, -3.897, 1.256], [-4.842, -2.596, 2.563], [-3.360, -1.372, 4.156], [-4.929, -1.086, 4.846], [-4.167, 0.285, 4.134], [-6.054, -0.883, 2.874], [-3.777, 0.264, 1.665], [-5.163, -0.284, 0.721]],
  "forces_ev_per_a": [[-0.6, -0.2, -0.1], [3.3, 1.4, 0.1], [-2.1, 0.8, 0.2], [-0.2, -0.2, -0.6], [-0.4, 0.7, 0.2], [-0.1, -0.2, -1.1], [0.7, 0.3, -0.8], [0.4, -0.3, 0.5], [0.8, 0.2, -0.9], [1.5, 0.1, 0.3], [-0.1, -1.1, -0.4], [-0.5, -1.4, 0.9], [-1.0, 0.3, -0.1], [-0.1, -0.2, 0.1], [-0.5, -0.3, 0.2], [0.2, -0.1, 0.0], [0.1, 0.0, 0.0], [0.0, -0.4, 0.1], [-0.4, 0.1, 0.1], [-0.2, 0.1, 0.4], [-0.3, -0.1, 0.0], [-0.1, 0.0, 0.0], [-0.3, 0.2, 0.1], [-0.5, -0.2, 0.2], [0.2, -0.1, 0.1], [0.0, 0.1, 0.1], [0.1, 0.0, 0.0], [-0.1, -0.1, 0.0], [-0.1, 0.3, 0.1], [-0.1, 0.1, 0.2], [0.2, 0.1, 0.4], [-0.2, -0.1, -0.1], [0.3, 0.3, -0.2], [-1.3, -0.5, 0.7], [1.2, 0.9, 0.1], [-0.3, -0.2, -0.1], [0.0, -0.1, 0.2], [-0.1, 0.9, 0.4], [0.0, -0.6, -0.3], [-0.5, 0.0, -0.3], [0.4, 0.4, -0.3], [0.2, 0.0, 0.0], [0.4, 0.0, -0.3], [-0.2, -0.6, -0.3], [0.3, -0.2, 0.0], [-0.1, 0.0, 0.2]],
  "mulliken_charge": [-0.63, 1.04, -0.59, -0.53, -1.86, 1.93, -1.40, -0.62, -1.53, 1.62, 1.29, -0.98, -1.76, -1.90, -2.19, 0.41, 0.32, 0.37, 0.50, 0.36, 0.28, 0.40, 0.46, 0.42, 0.45, 0.38, 0.28, 0.32, 0.42, 0.41, 0.34, 0.66, 0.35, -1.30, 0.40, -0.39, -0.29, 0.61, -0.50, -0.39, 0.30, 0.35, 0.37, 0.28, 0.28, 0.27],
  "relative_energy_ev": 0.000,
  "gap_ev": 7.2,
  "charge": -1,
  "homo_energy_ev": -4.43,
  "e_lumo_ev": 2.79
}

***

Record 4
{
  "formula": "C13H24LaNO5",
  "method": "ωB97M-V with the def2-TZVPD basis set",
  "elements": ["C", "C", "C", "O", "C", "N", "C", "C", "C", "C", "C", "C", "O", "C", "C", "O", "C", "O", "O", "H", "H", "H", "H", "H", "H", "H", "H", "H", "H", "H", "H", "H", "H", "H", "H", "H", "H", "H", "H", "H", "H", "H", "H", "La"],
  "xyz": [[-0.354, -1.413, 2.570], [0.815, -2.204, 1.764], [0.278, -3.262, 0.671], [-1.070, -3.026, 0.213], [-1.139, -1.851, -0.632], [-2.599, -1.539, -0.756], [-2.803, -0.177, -1.317], [-2.428, 1.024, -0.275], [-1.547, 2.081, -1.137], [-0.843, 3.209, -0.235], [0.102, 2.651, 0.947], [1.208, 1.585, 0.470], [1.599, 1.750, -0.941], [2.648, 0.792, -1.111], [4.180, 1.239, -1.349], [2.409, -0.444, -1.035], [-0.488, -2.127, -2.131], [-0.110, -1.098, -2.775], [-0.325, -3.425, -2.628], [-0.511, -0.367, 2.093], [-1.384, -1.922, 2.529], [-0.040, -1.187, 3.680], [1.395, -1.392, 1.170], [1.537, -2.715, 2.530], [0.294, -4.299, 1.189], [1.058, -3.334, -0.174], [-0.563, -0.954, -0.216], [-2.963, -2.291, -1.365], [-3.946, -0.066, -1.488], [-2.316, 0.002, -2.341], [-3.369, 1.487, 0.177], [-1.769, 0.653, 0.593], [-0.835, 1.452, -1.772], [-2.280, 2.613, -1.845], [-1.698, 3.800, 0.279], [-0.261, 3.905, -0.941], [0.541, 3.570, 1.474], [-0.540, 2.106, 1.748], [2.172, 1.788, 1.072], [0.766, 0.539, 0.675], [4.260, 2.186, -1.997], [4.704, 1.361, -0.327], [4.681, 0.377, -1.933], [1.533, -1.082, 4.876]],
  "forces_ev_per_a": [[0.2, 0.6, -1.2], [-0.1, 1.8, 0.0], [1.2, -1.8, 1.1], [1.9, 2.2, -1.1], [-2.9, -0.6, 3.6], [3.9, 0.3, -2.2], [-2.2, 1.3, 0.9], [1.0, 0.0, -1.0], [-0.8, 0.0, 0.6], [-0.5, -0.5, 0.0], [-0.4, 0.2, -0.4], [-0.5, 1.1, 0.9], [1.6, -1.7, 1.4], [0.5, -3.3, -0.4], [-0.7, -0.1, -0.6], [0.3, 4.4, 0.2], [3.9, -2.5, -8.3], [-2.3, -2.8, 3.8], [-1.6, 5.7, 4.3], [0.3, -1.6, 0.9], [1.7, 0.5, 0.5], [-2.7, -0.6, -2.4], [-0.6, -1.4, 1.2], [-1.0, 0.4, -1.4], [-0.4, 1.7, -1.1], [-1.4, 0.3, 1.0], [-0.4, -1.3, -0.8], [-0.6, 0.4, 0.6], [1.9, -0.4, 0.0], [-0.2, -0.5, 1.3], [1.3, -0.7, -0.7], [-1.1, 0.3, -1.2], [-0.7, 1.2, 1.0], [1.2, -0.8, 0.9], [1.5, -0.8, -0.9], [-0.8, -1.0, 1.3], [-0.3, -1.5, -0.9], [0.9, 0.9, -1.3], [-1.5, -0.7, -0.6], [1.0, 1.4, -0.6], [-0.2, -1.3, 1.3], [-0.9, 0.0, -1.7], [-0.9, 1.4, 1.1], [1.6, -0.1, 0.7]],
  "mulliken_charge": [-0.31, -0.64, -0.65, -0.47, 2.18, -0.25, -0.83, 0.39, -0.74, -0.82, -0.83, 0.07, -0.35, 0.64, -0.92, -0.49, 0.32, -0.31, -0.42, 0.07, 0.40, 0.04, 0.38, 0.41, 0.41, 0.31, -1.36, 0.38, 0.39, 0.41, 0.49, -0.37, 0.36, 0.38, 0.34, 0.34, 0.32, 0.22, 0.55, -0.32, 0.33, 0.25, 0.33, 1.41],
  "gap_ev": 2.2,
  "charge": 2,
  "homo_energy_ev": -13.11,
  "e_lumo_ev": -10.95
}

***

What did we get for E_tot? Answer: -59438.2298, -92470.9498, -61436.6644, -26428.0530 eV, in the order shown.